12
Properties=species:S:1:pos:R:3 method="wB97M-V/def2-TZVPD" relative_energy_ev=3.304 orbital_gap_ha=0.350 total_charge=0 e_tot_ha=-715.92964
C 1.535 -0.908 -0.235
C 0.759 0.380 -0.546
C -0.487 0.777 -0.157
C -1.540 0.161 0.850
H 2.662 -0.697 0.277
H 1.066 -1.738 0.284
H 1.708 -1.519 -1.224
H 1.053 1.457 -0.999
H -2.236 1.264 1.213
H -1.245 -0.506 1.764
F -0.910 2.040 -0.567
Cl -2.366 -0.711 -0.661

---

11
Properties=species:S:1:pos:R:3 method="wB97M-V/def2-TZVPD" relative_energy_ev=2.419 orbital_gap_ha="0.275 / 0.275" total_charge=0 e_tot_ha=-2648.62620
C 1.008 0.067 -0.821
C 0.753 -0.502 0.506
C -0.559 1.710 0.170
N 0.055 1.114 -0.934
O 1.689 -0.211 -1.737
Se -0.002 0.651 1.630
H -1.153 -2.627 0.836
H 1.427 -1.272 0.925
H -1.098 2.580 0.067
H -1.793 -2.878 1.215
H -0.327 1.367 -1.857

---

13
Properties=species:S:1:pos:R:3 method="wB97M-V/def2-TZVPD" relative_energy_ev=5.467 orbital_gap_ha="0.310 / 0.310" total_charge=0 e_tot_ha=-286.43074
O 2.534 -0.102 -0.664
N 1.867 0.840 -0.282
C 0.479 0.542 -0.201
C -0.270 -0.536 -0.484
C -1.539 0.129 -0.006
C -0.670 1.397 0.274
H -0.055 -1.515 -0.899
H -2.326 0.250 -0.757
H -1.970 -0.326 0.892
H -0.907 2.253 -0.366
H -0.634 1.724 1.318
H 1.957 -2.098 0.385
H 1.534 -2.559 0.790

---

172
Properties=species:S:1:pos:R:3 method="wB97M-V/def2-TZVPD" orbital_gap_ha="0.290 / 0.293" total_charge=-1 e_tot_ha=-5167.20940 spin_multiplicity=3
V -0.141 -3.874 0.626
C -3.391 -4.148 -0.480
O -4.206 -4.334 0.752
O -2.090 -4.203 -0.103
C -3.911 -5.139 -1.517
F -5.229 -5.179 -1.622
F -3.323 -4.965 -2.714
F -3.528 -6.379 -1.113
C -5.507 -3.753 0.761
C -6.375 -4.775 1.504
H -6.477 -5.649 0.863
H -5.867 -5.027 2.435
H -7.345 -4.354 1.778
H -5.919 -3.497 -0.213
H -5.396 -2.893 1.430
H -3.598 -3.094 -0.690
C -0.453 -0.487 0.081
O 0.096 0.306 1.119
O -0.014 -1.818 0.212
C -1.939 -0.212 -0.192
F -2.761 -0.685 0.761
F -2.208 1.096 -0.298
F -2.254 -0.812 -1.346
C -0.516 0.543 2.391
C 0.106 1.888 2.788
H -0.150 2.296 3.766
H 1.190 1.761 2.755
H -0.130 2.621 2.018
H -0.192 -0.305 2.992
H -1.586 0.745 2.320
H 0.068 -0.078 -0.788
S 2.301 -4.470 -0.275
O 1.819 -3.882 1.001
O 3.046 -5.688 -0.088
O 0.946 -4.719 -0.810
O 3.094 -3.572 -1.062
C -1.951 -4.614 4.380
C -2.135 -3.766 3.118
C -2.923 -2.495 3.407
O -2.451 -1.692 4.478
C -3.206 -0.540 4.655
N -0.741 -3.445 2.685
H -1.522 -5.559 4.032
H -2.854 -4.926 4.906
H -1.234 -4.135 5.046
H -2.628 -4.351 2.345
H -3.927 -2.832 3.697
H -3.070 -1.910 2.498
H -3.001 0.183 3.862
H -3.040 -0.044 5.613
H -4.264 -0.826 4.691
H -0.520 -2.582 3.191
H -0.107 -3.976 3.282
C 6.304 1.674 -4.593
C 5.774 0.444 -3.801
C 4.263 0.467 -3.639
O 3.813 -0.599 -2.886
C 2.466 -0.455 -2.527
N 6.065 -0.855 -4.442
H 7.371 1.818 -4.410
H 5.823 2.548 -4.148
H 6.183 1.546 -5.668
H 6.313 0.509 -2.854
H 3.806 0.450 -4.639
H 4.114 1.438 -3.145
H 2.234 -1.371 -1.984
H 1.784 -0.341 -3.377
H 2.338 0.435 -1.897
H 5.486 -0.971 -5.265
H 7.041 -0.822 -4.718
C 2.621 -0.978 3.652
C 2.043 -1.256 5.039
C 1.286 -0.060 5.598
O 2.204 1.012 5.875
C 2.817 0.843 7.162
N 1.112 -2.401 4.824
H 3.251 -1.781 3.264
H 3.227 -0.072 3.680
H 1.823 -0.920 2.909
H 2.886 -1.672 5.597
H 0.806 -0.343 6.540
H 0.548 0.328 4.902
H 3.238 -0.148 7.363
H 2.045 0.935 7.931
H 3.667 1.501 7.326
H 0.800 -2.799 5.703
H 1.669 -3.090 4.331
C -1.577 1.037 -3.828
C -1.939 2.142 -4.798
C -0.830 3.067 -5.342
O -1.364 4.120 -6.061
C -0.371 5.028 -6.500
N -2.603 1.488 -5.947
H -0.779 0.392 -4.192
H -2.470 0.500 -3.516
H -1.142 1.398 -2.889
H -2.707 2.798 -4.367
H -0.186 2.308 -5.806
H -0.350 3.439 -4.431
H 0.118 4.503 -7.327
H 0.243 5.374 -5.670
H -0.921 5.829 -6.996
H -2.869 2.298 -6.507
H -3.517 1.206 -5.600
C 3.000 -3.722 -6.602
C 2.571 -3.049 -5.281
C 1.038 -3.080 -5.100
O 0.673 -2.609 -3.833
C -0.705 -2.254 -3.709
N 3.317 -3.567 -4.086
H 3.032 -3.031 -7.450
H 2.268 -4.473 -6.912
H 3.994 -4.169 -6.613
H 2.854 -1.990 -5.234
H 0.789 -4.149 -5.198
H 0.601 -2.688 -6.025
H -1.251 -3.200 -3.829
H -1.088 -1.606 -4.495
H -0.892 -1.997 -2.671
H 3.831 -4.352 -4.477
H 2.528 -3.986 -3.598
C -0.174 3.776 -1.167
C 1.070 2.951 -1.191
C 2.150 3.586 -2.068
O 1.739 3.791 -3.420
C 2.644 4.478 -4.240
N 1.773 2.875 0.082
H -0.906 3.322 -0.500
H -0.539 3.991 -2.175
H 0.052 4.816 -0.902
H 0.841 1.972 -1.615
H 2.913 2.806 -2.150
H 2.680 4.444 -1.642
H 2.346 4.687 -5.265
H 3.615 3.971 -4.258
H 2.800 5.431 -3.718
H 1.524 1.985 0.509
H 1.367 3.526 0.746
C -5.316 1.157 1.904
C -6.840 1.138 1.960
C -7.384 -0.160 1.298
O -8.798 -0.054 1.008
C -9.362 -1.248 0.421
N -7.218 1.200 3.380
H -4.882 1.859 1.190
H -4.972 0.160 1.624
H -4.928 1.446 2.878
H -7.264 2.016 1.474
H -7.281 -0.977 2.017
H -7.038 -0.324 0.276
H -9.425 -1.146 -0.659
H -10.322 -1.415 0.914
H -8.866 -2.155 0.778
H -7.491 0.302 3.765
H -8.055 1.739 3.571
C 7.067 5.956 3.333
C 6.238 5.093 4.258
C 4.840 4.794 3.681
O 4.015 4.512 4.842
C 2.738 4.109 4.453
N 7.053 3.905 4.592
H 7.447 5.450 2.440
H 8.012 6.242 3.797
H 6.459 6.794 2.992
H 6.114 5.486 5.268
H 4.900 3.892 3.069
H 4.384 5.635 3.156
H 2.202 4.846 3.843
H 2.128 3.648 5.228
H 2.752 3.260 3.752
H 7.647 3.525 3.864
H 6.454 3.135 4.869

---

62
Properties=species:S:1:pos:R:3 method="wB97M-V/def2-TZVPD" orbital_gap_ha="0.245 / 0.194" total_charge=+1 e_tot_ha=-2484.02796 spin_multiplicity=5
Ru -0.539 0.429 -0.928
C -3.589 0.677 -2.138
O -2.414 1.322 -1.607
C -2.509 2.656 -1.259
C -3.651 3.418 -1.424
C -3.618 4.756 -1.057
C -2.464 5.321 -0.537
C -1.326 4.551 -0.371
C -1.353 3.209 -0.724
N -0.246 2.327 -0.568
N 0.837 2.873 -0.149
C 1.998 2.231 -0.110
C 2.286 1.030 -0.858
O 1.397 0.346 -1.477
C 3.644 0.611 -0.982
C 4.633 1.272 -0.340
C 4.391 2.429 0.471
C 5.442 3.068 1.142
C 5.198 4.178 1.917
C 3.893 4.665 2.034
C 2.848 4.046 1.384
C 3.082 2.921 0.585
H -4.383 0.692 -1.393
H -3.295 -0.340 -2.367
H -3.898 1.192 -3.046
H -4.555 2.992 -1.830
H -4.507 5.358 -1.184
H -2.450 6.365 -0.257
H -0.418 4.972 0.031
H 3.836 -0.264 -1.587
H 5.654 0.919 -0.430
H 6.446 2.675 1.044
H 6.008 4.670 2.436
H 3.699 5.534 2.648
H 1.840 4.418 1.495
S 0.129 -0.056 1.466
C -1.290 -0.938 1.759
S -2.556 -0.948 0.673
C -1.392 -1.722 2.972
C -2.502 -2.565 3.205
N -3.399 -3.270 3.374
C -0.353 -1.722 3.929
N 0.501 -1.727 4.704
C 0.122 -4.466 1.216
C -0.196 -5.414 0.064
C -1.688 -5.725 0.000
C 0.337 -4.891 -1.273
N -0.294 -3.625 -1.665
C -1.417 -3.397 -2.365
N -1.667 -2.113 -2.360
N -0.669 -1.583 -1.637
N 0.165 -2.469 -1.222
H -0.166 -4.921 2.164
H -0.441 -3.535 1.113
H 1.183 -4.218 1.262
H 0.347 -6.350 0.223
H -2.280 -4.812 -0.111
H -2.014 -6.199 0.925
H -1.930 -6.402 -0.823
H 0.144 -5.596 -2.081
H 1.407 -4.695 -1.226
H -2.002 -4.160 -2.849

---

122
Properties=species:S:1:pos:R:3 method="wB97M-V/def2-TZVPD" relative_energy_ev=0.000 orbital_gap_ha=0.386 total_charge=0 e_tot_ha=-3924.17071
C 4.540 -1.636 -0.227
C 4.681 -2.879 0.622
C 4.129 -4.164 -0.020
O 5.292 -4.964 -0.263
C 6.397 -4.374 0.241
O 7.482 -4.859 0.222
O 6.099 -3.166 0.749
H 4.857 -1.898 -1.240
H 5.290 -0.914 0.100
H 3.552 -1.194 -0.172
H 4.353 -2.732 1.650
H 3.672 -3.957 -0.983
H 3.484 -4.706 0.668
C 1.061 4.862 1.848
C 2.317 4.076 2.141
C 2.107 2.842 3.029
O 2.893 1.835 2.417
C 3.255 2.226 1.179
O 3.900 1.591 0.412
O 2.769 3.465 0.922
H 0.266 4.165 1.578
H 1.222 5.516 0.986
H 0.757 5.538 2.647
H 3.103 4.739 2.509
H 1.059 2.543 3.107
H 2.440 3.039 4.049
C -6.585 -1.584 -3.359
C -5.354 -1.546 -2.503
C -4.251 -0.607 -2.973
O -3.692 -0.126 -1.732
C -4.596 -0.286 -0.749
O -4.473 0.084 0.376
O -5.662 -0.987 -1.202
H -7.369 -2.162 -2.859
H -6.404 -2.195 -4.247
H -7.001 -0.609 -3.600
H -5.001 -2.558 -2.291
H -4.680 0.269 -3.461
H -3.467 -1.088 -3.545
C -4.943 3.681 2.139
C -3.869 3.941 3.189
C -2.570 4.500 2.603
O -2.789 5.922 2.703
C -3.650 6.153 3.712
O -3.821 7.189 4.266
O -4.337 5.022 4.013
H -5.313 4.595 1.678
H -5.765 3.129 2.595
H -4.551 3.040 1.343
H -3.703 3.032 3.764
H -2.484 4.302 1.540
H -1.673 4.208 3.143
O -3.518 -3.009 5.544
C -3.312 -2.127 4.775
O -2.597 -2.266 3.630
C -2.665 -1.071 2.856
C -3.392 -0.080 3.778
O -3.713 -0.849 4.929
H -1.640 -0.766 2.649
H -3.192 -1.138 1.906
H -4.312 0.290 3.324
H -2.788 0.805 3.980
O 1.862 -2.412 -2.225
C 1.290 -2.494 -3.264
O 0.190 -1.764 -3.550
C -0.260 -2.068 -4.874
C 0.627 -3.248 -5.299
O 1.632 -3.284 -4.292
H -1.332 -2.250 -4.862
H -0.094 -1.192 -5.505
H 1.086 -3.077 -6.269
H 0.059 -4.177 -5.333
O 1.853 7.712 -2.253
C 1.638 6.548 -2.224
O 0.826 5.901 -3.098
C 0.674 4.544 -2.714
C 1.654 4.369 -1.536
O 2.178 5.688 -1.346
H -0.356 4.370 -2.399
H 0.921 3.858 -3.522
H 2.470 3.691 -1.770
H 1.172 4.019 -0.626
O 1.376 -1.522 1.990
C 0.873 -2.358 2.668
O 0.222 -3.433 2.154
C -0.171 -4.328 3.186
C 0.407 -3.674 4.473
O 0.923 -2.426 4.002
H -1.240 -4.493 3.300
H 0.327 -5.279 2.995
H 1.189 -4.279 4.920
H -0.390 -3.421 5.168
O -4.158 -4.945 -3.004
C -3.315 -4.942 -2.167
O -3.352 -5.691 -1.041
C -2.197 -5.433 -0.237
C -1.523 -4.269 -0.951
O -2.187 -4.205 -2.222
H -2.475 -5.163 0.779
H -1.578 -6.330 -0.221
H -0.462 -4.453 -1.099
H -1.700 -3.307 -0.474
O -1.286 2.044 1.424
C -0.787 1.346 0.592
O 0.299 1.686 -0.117
C 0.701 0.611 -0.950
C -0.438 -0.428 -0.802
O -1.196 0.112 0.290
H 0.959 0.848 -1.977
H 1.593 0.111 -0.566
H -0.080 -1.387 -0.445
H -1.051 -0.457 -1.699
O 3.381 1.535 -2.188
C 4.569 1.467 -2.174
O 5.382 2.408 -1.668
C 6.731 2.122 -2.011
C 6.663 0.744 -2.672
O 5.275 0.475 -2.752
H 7.109 2.908 -2.668
H 7.378 2.202 -1.136
H 7.197 -0.049 -2.152
H 7.094 0.816 -3.672